(1)
{
  "formula": "C19H23AuBrIN4O3",
  "method": "wB97M-V/def2-TZVPD",
  "species": ["C", "I", "H", "H", "H", "C", "C", "N", "C", "N", "H", "H", "C", "C", "N", "H", "N", "H", "Au", "C", "O", "C", "C", "H", "H", "H", "C", "H", "H", "H", "C", "H", "H", "H", "C", "H", "H", "H", "Br", "C", "C", "C", "C", "C", "C", "C", "O", "O", "H", "H", "H", "H"],
  "positions_angstrom": [[3.90689, -1.37671, -1.48113], [3.46092, -0.08216, -4.03096], [4.66669, -2.00201, -0.98182], [4.19960, -0.33217, -1.51604], [3.65355, -1.78439, -2.48156], [-2.37948, -1.38291, -2.93152], [-1.64139, -2.48117, -3.12874], [-0.42227, -2.27022, -2.49345], [-0.41687, -1.05483, -1.86667], [-1.61865, -0.50468, -2.17541], [-3.37961, -1.14428, -3.21283], [-1.89007, -3.39696, -3.62084], [2.57941, 3.55829, 0.55080], [2.01987, 1.41676, 0.15779], [1.76962, 2.69096, -0.17983], [4.01966, 3.08581, 2.14083], [2.92343, 1.47399, 1.16678], [2.52971, 4.61208, 0.41850], [0.91951, -0.19826, -0.44170], [2.60772, -1.51422, -0.61307], [2.58594, -2.51948, 0.08370], [3.30827, 2.78956, 1.40144], [3.38722, 0.30975, 1.90266], [3.85268, 0.62753, 2.84034], [4.12391, -0.26807, 1.32636], [2.52590, -0.34180, 2.10644], [0.79334, 3.13735, -1.17342], [0.89172, 4.23967, -1.19503], [-0.23542, 2.84108, -0.85240], [1.03852, 2.67739, -2.16084], [-2.09164, 0.81932, -1.79535], [-2.62121, 1.25899, -2.66167], [-1.23618, 1.45182, -1.48945], [-2.81261, 0.71799, -0.95758], [0.68327, -3.20754, -2.54251], [1.52553, -2.75928, -3.10885], [0.32342, -4.09889, -3.07740], [0.99993, -3.48131, -1.52053], [-2.84716, -2.55407, 1.09573], [-3.16818, -1.14661, 2.30339], [-4.28255, -1.35303, 3.11053], [-4.72192, -0.35460, 3.97483], [-4.01602, 0.84908, 4.09008], [-2.87397, 1.05764, 3.31198], [-2.45877, 0.07573, 2.38339], [-1.30309, 0.35067, 1.44817], [-0.96326, 1.54430, 1.17105], [-0.77998, -0.75375, 0.99271], [-4.81483, -2.29339, 3.01573], [-5.62786, -0.54513, 4.53921], [-4.38018, 1.62032, 4.77577], [-2.31305, 1.99583, 3.38238]],
  "lumo_energy_ev": [4.655, 4.635],
  "total_charge": -2,
  "de_lowest_kcal_mol": 3.9,
  "multiplicity": 3
}

(2)
{
  "formula": "C19H23AuN6O4S2",
  "method": "wB97M-V/def2-TZVPD",
  "species": ["Au", "C", "N", "C", "C", "C", "C", "C", "C", "C", "C", "H", "H", "H", "H", "H", "H", "H", "H", "H", "H", "H", "H", "N", "N", "C", "O", "O", "H", "H", "H", "N", "C", "C", "C", "C", "C", "C", "S", "O", "O", "N", "C", "S", "C", "C", "N", "H", "H", "H", "H", "H", "H", "H", "H"],
  "positions_angstrom": [[0.24082, 0.05768, -0.14904], [-0.76475, 1.06058, 2.41734], [0.13335, -0.02101, 1.92709], [-0.45326, -1.32937, 2.31708], [1.49814, 0.13081, 2.55198], [2.56235, 0.30112, 1.50933], [3.89954, 0.44667, 1.86496], [4.85797, 0.64676, 0.88897], [4.48197, 0.71708, -0.44602], [3.15427, 0.56472, -0.81139], [2.19445, 0.33996, 0.16630], [-0.85451, 0.97700, 3.50248], [-1.73475, 0.96722, 1.93752], [-0.33033, 2.02329, 2.15581], [-0.52852, -1.37534, 3.40614], [0.19320, -2.12865, 1.96092], [-1.44373, -1.42322, 1.87563], [1.68820, -0.74505, 3.17389], [1.46372, 0.99346, 3.21828], [4.18600, 0.40711, 2.90985], [5.89829, 0.75209, 1.16633], [5.22849, 0.87660, -1.21267], [2.88290, 0.61555, -1.85429], [-1.18004, -2.16907, -0.73303], [-2.49904, -1.79920, -0.43888], [-2.83198, -0.42546, -0.43672], [-4.01098, -0.13611, -0.52670], [-1.86070, 0.41379, -0.28235], [-1.01128, -2.31660, -1.72457], [-0.93680, -3.01772, -0.23892], [-3.23741, -2.35554, -0.84677], [-2.45617, -6.39956, -4.48936], [-1.37456, -5.60480, -4.16829], [-0.67854, -4.91164, -5.16010], [0.42802, -4.14449, -4.83839], [0.85958, -4.06216, -3.52403], [0.18026, -4.75732, -2.52885], [-0.92585, -5.51973, -2.84311], [2.22838, -3.03780, -3.08142], [2.79518, -2.53491, -4.31223], [3.05203, -3.77686, -2.16974], [1.52870, -1.85306, -2.23486], [1.01317, -0.81805, -2.85572], [0.91625, -0.46544, -4.56748], [-0.08797, 0.91504, -4.24585], [-0.27196, 1.07936, -2.92877], [0.37390, 0.13515, -2.15425], [-2.89730, -6.25345, -5.37969], [-3.07454, -6.67459, -3.74756], [-1.00630, -4.98093, -6.19040], [0.97038, -3.61007, -5.60642], [0.54103, -4.71006, -1.50835], [-1.44397, -6.07305, -2.06844], [-0.47348, 1.52679, -5.04267], [-0.85373, 1.84079, -2.43458]],
  "lumo_energy_ev": -0.201,
  "de_lowest_kcal_mol": 0.0
}

(3)
{
  "formula": "C19H23BrFeN3O7S",
  "method": "wB97M-V/def2-TZVPD",
  "species": ["Fe", "O", "C", "O", "C", "C", "C", "C", "C", "O", "C", "C", "O", "O", "H", "H", "H", "H", "H", "H", "H", "H", "Br", "C", "C", "C", "C", "C", "N", "C", "O", "O", "H", "H", "H", "C", "C", "N", "C", "S", "N", "C", "C", "H", "H", "H", "H", "H", "H", "H", "H", "H", "H", "H", "H"],
  "positions_angstrom": [[-0.03693, 1.46042, -0.30519], [-2.82667, -1.48071, -0.16031], [-2.39714, -0.37242, -0.39818], [-1.52098, 0.29036, 0.28676], [-2.93333, 0.44399, -1.58715], [-2.92436, 1.94189, -1.23911], [-3.75475, 2.70356, -2.28559], [-2.78186, 2.72673, -3.49088], [-1.60596, 1.91670, -2.93820], [-1.56511, 2.31925, -1.55295], [-1.99487, 0.43013, -2.83383], [-0.73716, -0.40558, -2.63166], [-0.65383, -1.54302, -3.06085], [0.20641, 0.23247, -2.01265], [-3.92078, 0.05441, -1.81944], [-3.14138, 2.17588, -0.20097], [-4.67979, 2.17505, -2.50610], [-3.99853, 3.70619, -1.93871], [-3.20326, 2.27511, -4.38663], [-2.46436, 3.74135, -3.72599], [-0.64200, 2.09794, -3.40405], [-2.51077, 0.05312, -3.71343], [-0.56486, -1.12804, 2.29270], [-0.36822, 0.65455, 2.87995], [-0.41379, 0.90979, 4.24214], [-0.20753, 2.21228, 4.66530], [0.03901, 3.19843, 3.72691], [0.05356, 2.84364, 2.39086], [-0.15733, 1.59123, 1.96853], [0.33124, 3.87658, 1.30373], [0.63935, 5.00557, 1.61253], [0.17651, 3.38337, 0.13293], [-0.59822, 0.10727, 4.93999], [-0.22545, 2.44944, 5.72087], [0.22641, 4.22768, 3.99537], [2.79615, -3.72442, -1.82396], [1.66615, -3.20653, -0.93754], [1.77540, -1.76692, -0.70817], [2.39290, -1.10836, 0.23875], [2.31261, 0.63727, 0.28732], [3.16321, -1.63733, 1.19098], [3.48676, -3.02139, 1.51722], [2.50730, -3.64278, 2.50751], [2.69598, -4.80178, -1.95824], [3.77695, -3.51286, -1.39540], [2.74679, -3.24842, -2.80290], [1.62496, -3.73628, 0.01374], [0.71662, -3.34989, -1.44632], [1.20465, -1.18437, -1.33569], [3.48017, -0.95012, 1.85582], [4.48617, -3.01097, 1.95243], [3.53451, -3.61267, 0.60718], [2.48595, -3.07549, 3.43814], [2.80986, -4.66689, 2.72721], [1.49369, -3.65442, 2.10520]],
  "lumo_energy_ev": [0.119, -1.405],
  "de_lowest_kcal_mol": 15.4,
  "multiplicity": 6
}

(4)
{
  "formula": "C19H23CdF3N2O4S2",
  "method": "wB97M-V/def2-TZVPD",
  "species": ["Cd", "C", "C", "O", "C", "C", "O", "C", "C", "O", "C", "C", "O", "H", "H", "H", "H", "H", "H", "H", "H", "H", "H", "H", "H", "H", "H", "H", "H", "S", "C", "C", "C", "C", "C", "N", "H", "H", "H", "H", "F", "C", "F", "F", "C", "C", "C", "C", "N", "C", "S", "H", "H", "H"],
  "positions_angstrom": [[-0.09026, -0.48495, -1.00704], [-2.38697, -2.29354, 0.25241], [-2.03370, -1.62201, 1.54391], [-0.82570, -0.84833, 1.44504], [-0.80816, 0.07353, 2.56190], [-0.04181, 1.35633, 2.26439], [-0.41170, 1.98131, 1.05800], [-1.44349, 2.92187, 1.01077], [-2.24562, 2.69666, -0.28535], [-2.64306, 1.31644, -0.32018], [-3.38818, 0.85715, -1.42282], [-3.66346, -0.63638, -1.14186], [-2.47061, -1.33470, -0.79422], [-3.32333, -2.90433, 0.35235], [-1.58500, -3.00718, 0.00443], [-1.92845, -2.44537, 2.26439], [-2.86868, -0.99125, 1.93043], [-0.27492, -0.41997, 3.35854], [-1.82549, 0.25364, 2.89546], [1.00968, 1.08735, 2.07893], [-0.13705, 2.01362, 3.10976], [-1.05861, 4.01777, 0.92656], [-2.08677, 2.74000, 1.86035], [-1.67828, 2.89142, -1.18957], [-3.13892, 3.32247, -0.25702], [-2.79765, 0.99731, -2.34662], [-4.29550, 1.38413, -1.58638], [-4.12422, -1.07199, -2.03035], [-4.47760, -0.63747, -0.34541], [0.48340, -2.46579, -2.57735], [1.18934, -3.23246, -1.18134], [1.99288, -4.38523, -1.30666], [2.54567, -4.98152, -0.12348], [2.27316, -4.40101, 1.10456], [1.41951, -3.27062, 1.12514], [0.90728, -2.71325, 0.04070], [2.15609, -4.75834, -2.31514], [3.14506, -5.91246, -0.14225], [2.66670, -4.80491, 2.04335], [1.11268, -2.87375, 2.10155], [2.96499, 5.05694, -2.00855], [2.10410, 3.96115, -2.18947], [1.96753, 3.73242, -3.50327], [0.91173, 4.34641, -1.67173], [2.64478, 2.71289, -1.48427], [3.82445, 2.55558, -0.76056], [3.87470, 1.52039, 0.19176], [2.92135, 0.50695, 0.16602], [1.82624, 0.61722, -0.61997], [1.66023, 1.64493, -1.45782], [0.15445, 1.64881, -2.41831], [4.65131, 3.21383, -0.93736], [4.63894, 1.47096, 0.96065], [3.00691, -0.40268, 0.77299]],
  "lumo_energy_ev": 0.436
}

Going through the records in order, we get energy values of -114011.371; -62568.557; -154146.840; -65632.674 eV.
Going through the records in order, we get strongest force on any atom values of 3.1; 0.5; 1.6; 2.2 eV Å⁻¹.